No. 1
A structure of composition C26H62F3N2O10PtS8. Source: OMol25; level of theory: the ωB97M-V functional and the def2-TZVPD basis.

```
! wB97M-V def2-TZVPD RIJCOSX def2/J DEFGRID3
* xyz 1 3
H -10.329 4.510 -14.691
H -11.144 7.193 -5.705
C -16.688 11.474 -11.241
H -14.510 16.534 -7.414
O -16.783 8.034 -6.162
H -12.596 12.399 -7.644
H -11.473 8.449 -3.542
H -19.655 8.460 -6.121
H -19.104 8.638 -8.680
H -13.985 6.665 -6.414
C -9.533 11.862 -10.576
H -12.621 2.985 -11.850
S -11.425 3.075 -9.825
S -11.845 10.666 -2.712
Pt -9.293 5.867 -10.148
S -9.295 7.490 -7.128
H -11.458 5.874 -14.553
C -10.851 6.815 -6.690
C -9.840 11.979 -9.202
C -13.347 10.420 -3.666
H -10.438 8.921 -9.753
H -10.403 8.928 -2.190
H -8.573 7.654 -4.899
H -15.421 3.955 -9.350
H -19.602 10.174 -6.644
C -14.566 5.741 -6.415
H -16.246 11.730 -12.202
C -10.593 1.531 -10.259
H -11.661 7.118 -7.353
H -13.641 3.505 -10.461
H -9.669 1.563 -9.688
C -12.892 2.805 -10.810
O -10.685 4.212 -10.475
C -8.368 6.467 -14.595
C -10.125 10.727 -8.726
H -8.457 5.965 -5.472
O -14.892 13.999 -8.706
H -14.731 8.754 -9.534
H -14.102 2.148 -6.758
H -13.141 16.033 -6.399
H -8.876 6.586 -15.554
C -13.787 9.154 -9.162
H -17.919 7.307 -8.553
H -17.289 10.568 -11.321
C -13.311 6.702 -10.966
H -9.868 12.897 -8.636
C -8.329 7.014 -5.747
C -19.052 9.373 -6.160
H -9.350 12.689 -11.244
S -13.423 4.401 -6.761
S -9.549 6.313 -13.286
C -14.625 3.069 -6.505
C -17.439 3.472 -9.392
F -12.801 6.109 -12.044
C -13.897 9.738 -7.764
O -12.571 4.341 -5.539
H -7.266 7.136 -5.954
N -10.161 9.895 -9.818
C -18.057 8.386 -8.517
H -19.452 11.296 -10.237
C -16.353 4.432 -9.642
H -15.009 5.567 -5.438
H -11.251 0.746 -9.891
C -9.761 10.552 -10.930
H -16.384 4.701 -10.693
H -10.379 10.312 -7.767
H -16.508 5.290 -8.992
H -18.108 11.325 -9.050
N -18.287 2.742 -9.157
H -19.392 12.592 -9.040
H -13.502 9.977 -9.836
H -13.921 8.936 -7.023
H -14.706 10.461 -7.719
H -11.349 4.806 -13.191
S -17.476 9.081 -6.957
O -18.551 13.220 -11.936
H -14.886 3.105 -5.452
H -13.300 1.804 -10.683
O -10.873 11.202 -3.702
F -13.714 5.687 -10.140
H -15.331 5.925 -7.169
C -18.784 11.932 -9.654
H -10.447 1.483 -11.334
O -8.761 6.642 -8.282
H -15.871 11.341 -10.529
H -10.829 5.727 -6.597
H -7.612 5.690 -14.669
H -15.458 3.174 -7.199
H -7.891 7.432 -14.414
S -13.582 14.468 -8.174
H -12.147 8.384 -11.066
H -12.115 8.404 -1.889
F -14.419 7.336 -11.341
H -12.918 10.186 -7.567
H -13.131 10.144 -4.702
C -12.950 13.241 -7.045
H -14.200 11.069 -3.504
H -13.665 12.855 -6.320
C -12.288 7.586 -10.287
H -17.494 8.830 -9.340
H -14.717 15.238 -6.230
O -8.863 5.522 -12.176
C -10.765 5.230 -14.004
C -11.427 8.917 -2.558
H -18.784 9.520 -5.114
H -9.600 10.057 -11.874
H -12.043 13.661 -6.602
C -14.022 15.686 -6.942
S -17.717 12.876 -10.760
O -11.063 7.099 -10.072
H -13.701 9.412 -3.386
O -12.731 8.217 -9.110
*
```

Calculated values
* energy: -149488.0784 eV
* largest force on an atom: 3.13 eV/A
* <S²>: 2.004

***

No. 2
A cluster of 2 separate species, C6H11NS2 in total. Source: OMol25; level of theory: the ωB97M-V functional and the def2-TZVPD basis.

```
! wB97M-V def2-TZVPD RIJCOSX def2/J DEFGRID3
* xyz 0 1
C 0.709 0.312 0.539
C -1.786 0.496 -0.507
C 1.010 -0.708 -1.599
C 0.491 -1.139 0.748
N -2.141 1.634 -1.010
H 1.270 1.402 2.512
H -0.719 -1.210 0.809
H -1.408 2.217 -1.420
H -3.111 2.015 -0.950
H 0.437 2.201 1.331
H 0.700 -1.416 1.680
S 1.399 0.889 -0.900
H 1.672 -1.097 -2.336
S -2.614 -0.822 0.061
C 1.169 -1.764 -0.465
H 0.013 -0.784 -1.775
H 0.609 -2.753 -0.542
H -0.397 1.090 2.265
C 0.446 1.257 1.670
H 2.250 -1.821 -0.110
*
```

Calculated values
* energy: -29556.7253 eV
* largest force on an atom: 5.59 eV/A
* energy relative to the best compared isomer or geometry (same formula, charge and spin): 402.16 kJ/mol

***

No. 3
A structure of composition C32H34F13N8PbSSe. Source: OMol25; level of theory: the ωB97M-V functional and the def2-TZVPD basis.

```
! wB97M-V def2-TZVPD RIJCOSX def2/J DEFGRID3
* xyz 1 1
C 2.550 -0.672 -1.488
H 2.004 1.164 -6.954
C -0.334 -5.147 -0.407
H 1.187 -0.963 -7.937
C -0.063 -1.117 -3.937
C -2.075 -4.163 -4.786
F 4.983 3.260 3.503
H 0.580 1.245 -5.908
H -0.899 1.374 -7.889
H 1.541 -0.059 -4.265
C 1.142 2.796 0.256
C -2.323 1.989 -1.025
C 4.322 2.213 3.019
H -1.702 -2.086 -3.463
C -3.306 -1.908 2.460
H -4.055 -4.376 -5.558
C 0.797 -0.621 -6.978
N 1.084 -0.913 -4.561
H -3.243 -1.487 -4.987
F 3.147 3.691 1.692
C -1.435 -3.871 3.002
H 2.606 -1.137 -5.916
H -4.115 -2.519 -3.837
F -0.530 -4.825 3.224
F -5.001 -3.297 3.276
C 1.540 -1.366 -5.863
H -3.012 -3.380 -6.559
N -0.486 -2.793 -0.852
C 0.224 -3.886 -0.693
N 1.578 1.478 0.623
C -0.138 2.821 -0.581
F 4.171 -1.382 3.363
C -3.706 -3.098 3.035
H 1.416 -2.442 -5.962
H 0.984 3.407 1.151
N -1.456 -0.456 1.707
C -3.291 -3.598 -5.526
C 3.911 -0.148 2.943
F 3.611 -0.611 -0.673
H 0.107 2.623 -1.626
H 0.320 -5.997 -0.301
F 5.536 0.733 4.416
N -2.643 -1.862 -0.888
H 1.292 -3.766 -0.802
H -2.947 1.100 -0.974
C 3.336 2.417 2.072
N -1.139 1.835 -0.183
Se -4.284 -2.391 -0.607
H 1.921 3.292 -0.334
C -0.811 -3.316 -4.908
C 2.562 1.352 1.508
F 0.245 -2.531 2.100
C 2.928 0.061 1.996
Pb 0.181 -0.360 -0.362
H 0.504 1.299 -8.955
C -1.486 1.921 1.233
H -2.054 2.838 1.438
F -4.292 -1.045 2.124
H -1.849 -5.143 -5.207
C 0.949 0.898 -6.876
C 0.161 1.606 -7.971
N -0.897 -2.132 -4.074
H -2.907 2.869 -0.728
S -0.595 0.167 -2.893
H -4.834 -2.106 -5.388
N -3.802 -4.028 -0.293
C -2.480 -4.136 -0.403
F -3.150 -5.235 3.900
H -2.317 -4.309 -3.730
H -0.567 1.933 1.817
C -1.688 -5.290 -0.243
C -1.046 -2.681 2.421
H -2.143 -6.236 0.001
H -0.554 3.839 -0.511
F 2.598 -1.865 -2.127
C -2.774 -4.093 3.337
C -2.293 0.709 1.682
C -3.898 -2.350 -4.893
H -2.018 2.117 -2.061
H -0.685 -3.023 -5.954
H 0.281 2.682 -7.887
H -3.165 0.579 1.032
F 2.272 -1.013 1.542
C -1.943 -1.603 2.155
C -1.821 -2.900 -0.730
H -2.680 0.898 2.692
C 4.619 0.929 3.480
H 0.057 -3.908 -4.600
H -0.267 -0.869 -6.938
F 2.753 0.266 -2.451
*
```

Calculated values
* energy: -162402.9297 eV
* largest force on an atom: 2.22 eV/A

***

No. 4
The molecule C3H3ClN2. Source: OMol25; level of theory: the ωB97M-V functional and the def2-TZVPD basis.

```
! wB97M-V def2-TZVPD RIJCOSX def2/J DEFGRID3
* xyz 0 1
C -1.741 -0.682 0.008
N -0.541 -0.012 1.658
Cl -2.563 -2.059 0.548
N -0.752 -0.695 -0.972
C 0.365 -0.421 -0.524
H 1.168 -0.178 -1.105
C 0.446 0.078 0.874
H -2.310 0.161 0.233
H 1.445 0.397 1.057
*
```

Calculated values
* energy: -18658.7878 eV
* largest force on an atom: 3.64 eV/A
* energy relative to the best compared isomer or geometry (same formula, charge and spin): 308.82 kJ/mol